Record 1
39
Properties=species:S:1:pos:R:3:forces:R:3 method="wB97M-V/def2-TZVPD" lumo_energy_ev=0.0 mol_weight_g_mol=231.24 gap_ev=9.56
C -2.90497 -0.27776 -0.94449 1.2 0.1 2.3
N -1.67420 0.01497 -1.08641 -1.2 -0.5 -2.4
C -1.21783 0.14549 -2.45743 3.4 1.1 1.4
C -1.12261 -0.73484 -3.45550 -0.8 1.1 0.7
C -0.13235 1.29665 -2.40801 -1.6 -1.0 -1.2
H -3.13533 -0.27830 0.12014 -1.0 -0.3 -0.4
H -3.59960 -0.61418 -1.68279 -0.4 0.3 -0.8
H -1.63619 -1.65262 -3.38519 -0.5 -1.1 -0.2
H -0.57738 -0.46800 -4.35509 0.0 -0.2 0.2
H 0.73976 0.74470 -2.70998 0.7 0.6 -0.9
H 0.11260 1.57658 -1.40745 -0.5 0.5 0.7
H -0.47214 2.13964 -3.03722 0.8 -0.3 0.3
O 2.92893 -1.36835 0.82049 -0.5 -0.3 -0.5
H 2.76573 -1.81409 -0.05196 0.4 0.6 0.9
H 2.96632 -0.39544 0.66552 0.5 -0.7 -0.4
O 1.53194 -2.60498 -1.16557 -0.9 -0.7 0.2
H 0.85902 -2.55760 -0.45596 0.2 0.4 0.1
H 1.24021 -3.48482 -1.45434 0.6 0.2 -0.5
O 0.39677 -0.34923 1.08476 -0.4 0.2 0.1
H 1.23243 -0.80112 0.85099 0.1 -0.3 0.2
H -0.10104 -0.16387 0.27303 0.0 0.1 -0.1
O -2.39958 -1.58365 1.61040 0.1 0.1 0.1
H -1.60727 -1.02491 1.70072 0.0 -0.3 0.2
H -2.85419 -1.58154 2.45643 0.1 0.1 0.1
O -2.00490 2.66551 2.15061 0.4 -0.7 -0.5
H -2.13557 2.03236 1.42141 -0.1 0.5 0.3
H -1.17884 2.32260 2.53804 0.0 0.2 0.2
O 1.49378 3.29601 0.21352 -0.3 1.3 0.9
H 2.11206 3.87004 0.69009 0.7 -0.3 -0.4
H 0.70718 3.79567 0.48812 -0.6 -0.7 -0.5
O 0.91040 1.70891 2.89142 -0.5 0.0 1.1
H 0.91410 0.91493 2.33235 0.1 0.4 -0.6
H 1.30188 2.47262 2.47276 0.2 -0.3 -0.6
O 3.14875 1.12066 -0.00350 0.0 0.5 0.1
H 3.67929 1.64727 0.60459 0.1 -0.1 -0.1
H 2.30806 1.60515 -0.03657 0.1 0.0 -0.1
O -0.70476 -3.43639 0.29561 0.8 -0.3 -1.0
H -0.67284 -3.89758 1.13474 -0.5 0.4 0.2
H -1.44041 -2.82219 0.23047 -0.2 -0.1 0.8

***

Record 2
17
Properties=species:S:1:pos:R:3:forces:R:3 method="wB97M-V/def2-TZVPD" lumo_energy_ev=0.7 mol_weight_g_mol=111.15 gap_ev=9.12
C 2.82534 -1.11032 0.08983 0.5 3.1 -4.1
C 1.60383 -0.17445 0.03405 -3.8 2.6 -0.2
C 1.34369 1.25950 -0.10914 0.2 -3.4 2.5
C -0.67642 0.16015 0.09058 1.3 4.1 -1.7
C -2.13162 0.39889 0.19294 -4.0 -2.1 -3.5
H 2.58437 -1.86743 -0.78531 1.0 1.0 2.2
H 3.13939 -1.45666 1.06607 -0.3 -0.4 -0.1
H 3.71892 -0.31219 -0.33098 -2.2 -2.6 1.2
H 1.86923 2.15618 0.24970 0.5 -0.6 -0.9
H -0.26794 2.46274 -0.34822 -0.5 -3.7 1.5
H -2.28159 0.75619 1.17897 -0.7 0.3 0.9
H -2.56340 1.16619 -0.59908 1.4 -1.4 1.7
H -2.38663 -1.82174 0.27929 -3.6 3.5 -0.7
H -3.70894 -1.45890 -1.14041 2.4 3.0 3.9
N -0.03890 1.42046 0.04354 1.3 3.6 -1.9
N -3.26069 -0.86256 0.05964 4.1 -4.4 -1.6
N 0.23138 -0.71604 0.02852 2.5 -2.7 0.8

***

Number 1: HOMO level -9.545 eV. Number 2: HOMO level -8.436 eV.